C5H12N2O | wB97M-V/def2-TZVPD

## Properties
Energy above the lowest of the compared OMol25 structures with the same formula, charge and spin in kcal per mole: 21.5
HOMO in eV: -9.44
Frontier orbital gap in Ha: 0.381

Geometry (Å):
1 C 0.426 0.947 -2.514
2 C -0.605 0.993 -1.388
3 N -0.072 1.404 -0.122
4 C 0.202 0.723 1.050
5 O 0.889 1.253 1.889
6 C -0.462 -0.647 1.191
7 C 0.581 -1.670 0.679
8 N -0.913 -0.870 2.533
9 H 1.040 0.042 -2.475
10 H -0.006 0.960 -3.517
11 H 1.149 1.767 -2.524
12 H -1.399 1.678 -1.692
13 H -1.106 0.033 -1.302
14 H 0.172 2.373 -0.043
15 H -1.299 -0.652 0.501
16 H 0.726 -1.638 -0.400
17 H 0.329 -2.695 0.968
18 H 1.543 -1.505 1.172
19 H -0.960 -1.872 2.734
20 H -0.236 -0.622 3.258

C6H15N2 | wB97M-V/def2-TZVPD

## Properties
Energy above the lowest of the compared OMol25 structures with the same formula, charge and spin in kcal per mole: 51.6
HOMO in eV: -13.39
Frontier orbital gap in Ha: 0.278
Total charge: +1

Geometry (Å):
1 C 1.225 -1.616 -1.147
2 C -0.243 -1.264 -0.988
3 C -0.552 -0.073 -0.058
4 C -1.363 0.930 -0.585
5 N -2.163 1.689 0.158
6 C -0.202 -0.176 1.253
7 C 0.041 -1.378 2.054
8 N 2.470 1.578 -0.656
9 H 1.788 -0.735 -1.462
10 H 1.369 -2.441 -1.832
11 H -0.705 -1.043 -1.950
12 H -0.841 -2.100 -0.624
13 H -1.562 0.940 -1.650
14 H -2.217 1.502 1.151
15 H -2.239 2.668 -0.098
16 H -0.120 0.771 1.793
17 H 3.042 2.408 -0.779
18 H 0.290 -2.257 1.461
19 H 0.775 -1.205 2.837
20 H -0.897 -1.611 2.570
21 H 1.688 -1.800 -0.178
22 H 2.600 1.391 0.334
23 H 1.493 1.786 -0.810

C7H8BClO2 | wB97M-V/def2-TZVPD

## Properties
Energy above the lowest of the compared OMol25 structures with the same formula, charge and spin in kcal per mole: 40.8
HOMO in eV: -7.69
Frontier orbital gap in Ha: 0.281

Geometry (Å):
1 Cl 2.022 1.848 0.614
2 C 0.636 1.382 1.372
3 C -0.292 0.619 0.790
4 C -1.536 0.266 1.517
5 C -2.584 -0.394 0.958
6 C -2.475 -0.890 -0.419
7 C -1.297 -0.674 -1.067
8 C -0.146 0.052 -0.555
9 H 0.531 1.736 2.400
10 H -1.742 0.672 2.585
11 H -3.486 -0.529 1.587
12 H -3.239 -1.291 -0.966
13 H -1.130 -0.849 -2.103
14 H 0.109 0.933 -1.182
15 H 0.719 -0.554 -0.685
16 O 3.370 -1.553 0.208
17 B 3.354 -0.899 -0.804
18 O 3.213 -0.124 -1.854
19 H 3.972 0.248 -2.396

C53H75AsCrGe2N4Si2 | wB97M-V/def2-TZVPD

## Properties
Energy above the lowest of the compared OMol25 structures with the same formula, charge and spin in kcal per mole: 0.0
HOMO (alpha / beta) in eV: -1.99 / -1.77
2S+1: 5
Frontier orbital gap (alpha / beta) in Ha: 0.222 / 0.198
Total charge: -2

Geometry (Å):
1 Cr -0.054 1.553 0.387
2 C 5.006 0.499 2.408
3 C 3.917 0.625 1.335
4 Ge 2.099 1.339 1.857
5 C 2.307 2.965 3.047
6 C 3.683 3.275 3.642
7 C 1.782 0.096 3.353
8 C 0.601 -0.445 3.657
9 Ge -0.937 0.004 2.414
10 C -1.704 -1.876 2.300
11 C -3.011 -2.344 2.967
12 C -2.043 1.257 3.566
13 C -3.143 0.843 4.555
14 C 0.469 -1.291 4.888
15 C 1.580 -1.864 5.526
16 C 1.452 -2.610 6.688
17 C 0.201 -2.826 7.256
18 C -0.916 -2.298 6.625
19 C -0.777 -1.554 5.459
20 H 5.770 -0.226 2.104
21 H 4.613 0.165 3.372
22 H 5.511 1.452 2.580
23 H 3.674 -0.369 0.943
24 H 4.319 1.172 0.481
25 H 1.588 2.780 3.851
26 H 1.922 3.832 2.510
27 H 4.065 2.438 4.231
28 H 3.647 4.149 4.305
29 H 4.420 3.488 2.861
30 H 2.626 -0.050 4.040
31 H -0.879 -2.511 2.635
32 H -1.798 -2.058 1.234
33 H -2.877 -2.561 4.028
34 H -3.367 -3.269 2.495
35 H -3.815 -1.612 2.878
36 H -2.469 1.959 2.847
37 H -1.267 1.827 4.084
38 H -3.818 0.087 4.143
39 H -3.758 1.709 4.824
40 H -2.736 0.445 5.485
41 H 2.565 -1.728 5.097
42 H 2.336 -3.033 7.152
43 H 0.099 -3.401 8.170
44 H -1.905 -2.466 7.038
45 H -1.649 -1.153 4.970
46 C -4.380 0.665 -1.861
47 Si -3.619 1.392 -0.290
48 C -3.815 -0.032 0.881
49 C -4.719 2.745 0.434
50 N -2.001 1.999 -0.592
51 C -1.900 3.015 -1.442
52 C -3.022 3.599 -2.130
53 C -2.893 4.551 -3.096
54 C -1.608 5.011 -3.466
55 C -0.510 4.549 -2.806
56 C -0.582 3.592 -1.731
57 N 0.468 3.224 -1.009
58 Si 1.853 4.311 -1.108
59 C 3.309 4.077 0.048
60 C 2.634 4.266 -2.840
61 C 1.299 6.056 -0.695
62 H -5.425 0.396 -1.665
63 H -3.833 -0.251 -2.106
64 H -4.349 1.313 -2.740
65 H -4.881 -0.293 0.864
66 H -3.538 0.205 1.909
67 H -3.241 -0.897 0.548
68 H -5.360 2.322 1.214
69 H -5.362 3.238 -0.302
70 H -4.087 3.514 0.894
71 H -4.018 3.261 -1.891
72 H -3.778 4.942 -3.584
73 H -1.490 5.734 -4.265
74 H 0.457 4.914 -3.118
75 H 3.518 3.051 0.342
76 H 3.181 4.666 0.959
77 H 4.191 4.453 -0.485
78 H 2.139 3.532 -3.483
79 H 3.685 3.980 -2.773
80 H 2.583 5.245 -3.333
81 H 0.854 6.037 0.307
82 H 0.552 6.466 -1.381
83 H 2.167 6.725 -0.680
84 C -0.398 -2.011 -7.745
85 C -0.442 -1.892 -6.243
86 C -0.168 -2.969 -5.419
87 C -0.184 -2.878 -4.025
88 C 0.237 -4.154 -3.319
89 C -0.531 -1.665 -3.399
90 As -0.786 -1.258 -1.410
91 N 0.549 -0.077 -1.027
92 C 1.774 -0.195 -1.673
93 C 2.693 0.872 -1.679
94 C 3.912 0.808 -2.333
95 C 4.303 -0.332 -3.025
96 C 3.436 -1.418 -3.010
97 C 2.220 -1.356 -2.347
98 C -0.394 -3.041 -0.603
99 C 0.668 -3.385 0.246
100 C 1.768 -2.440 0.663
101 C 0.707 -4.673 0.792
102 C -0.283 -5.611 0.565
103 C -0.201 -7.000 1.146
104 C -1.378 -5.223 -0.200
105 C -1.450 -3.961 -0.768
106 C -2.701 -3.605 -1.544
107 C -0.801 -0.565 -4.240
108 C -1.124 0.810 -3.725
109 C -0.744 -0.691 -5.625
110 H -0.031 -2.993 -8.050
111 H 0.259 -1.253 -8.178
112 H -1.391 -1.872 -8.182
113 H 0.098 -3.923 -5.869
114 H 1.025 -4.637 -3.902
115 H -0.599 -4.857 -3.245
116 H 0.613 -3.994 -2.315
117 H 2.419 1.761 -1.142
118 H 4.574 1.668 -2.295
119 H 5.256 -0.380 -3.536
120 H 3.711 -2.340 -3.511
121 H 1.615 -2.250 -2.306
122 H 1.393 -1.430 0.818
123 H 2.557 -2.379 -0.087
124 H 2.214 -2.780 1.600
125 H 1.542 -4.932 1.438
126 H 0.729 -7.137 1.699
127 H -0.243 -7.757 0.359
128 H -1.032 -7.191 1.831
129 H -2.197 -5.922 -0.354
130 H -3.316 -4.492 -1.702
131 H -2.478 -3.168 -2.519
132 H -3.295 -2.868 -0.993
133 H -1.462 0.808 -2.698
134 H -1.899 1.280 -4.335
135 H -0.236 1.446 -3.764
136 H -0.946 0.189 -6.231
137 N -0.809 4.162 2.065
138 C -0.554 3.163 1.532

C18H4B4Br2O34V | wB97M-V/def2-TZVPD

## Properties
Energy above the lowest of the compared OMol25 structures with the same formula, charge and spin in kcal per mole: 0.0
HOMO in eV: -3.84
Frontier orbital gap in Ha: 0.301
Total charge: -3

Geometry (Å):
1 O 8.107 6.670 1.161
2 V 7.261 7.364 2.335
3 O 7.204 8.909 2.164
4 O 10.307 -0.847 2.306
5 C 9.476 -0.026 2.562
6 O 9.552 1.109 3.247
7 B 8.154 1.704 3.320
8 O 7.327 0.684 2.676
9 C 8.031 -0.275 2.258
10 O 7.595 -1.283 1.658
11 O 8.007 2.983 2.608
12 C 7.306 3.883 3.361
13 O 6.869 5.005 3.015
14 C 7.155 3.203 4.779
15 O 7.657 2.052 4.714
16 O 6.418 3.618 5.634
17 O 4.941 7.191 1.810
18 C 3.930 6.626 2.253
19 O 3.258 6.968 3.338
20 B 2.600 5.665 3.844
21 O 2.467 4.767 2.678
22 C 3.355 5.239 1.797
23 O 3.776 4.695 0.756
24 O 1.363 6.036 4.520
25 C 1.286 5.457 5.674
26 O 0.290 5.371 6.320
27 C 2.726 4.903 5.996
28 O 3.473 5.087 4.959
29 O 3.056 4.373 7.114
30 O 10.667 10.012 8.769
31 C 9.492 9.795 8.251
32 O 9.020 8.737 7.603
33 B 7.577 8.957 7.268
34 O 7.304 10.271 7.961
35 C 8.354 10.753 8.416
36 O 8.431 11.894 8.981
37 O 7.296 9.030 5.851
38 C 6.549 7.951 5.509
39 O 6.339 7.501 4.365
40 C 6.283 7.157 6.790
41 O 6.777 7.847 7.737
42 O 5.782 6.012 6.897
43 O 12.619 1.455 3.130
44 C 12.786 2.701 3.108
45 O 12.176 3.549 3.840
46 B 12.467 4.937 3.341
47 O 13.668 4.741 2.527
48 C 13.839 3.477 2.334
49 O 14.728 2.976 1.591
50 O 12.700 5.875 4.450
51 C 11.714 6.708 4.610
52 O 11.603 7.483 5.536
53 C 10.672 6.426 3.455
54 O 11.159 5.399 2.714
55 O 9.550 6.964 3.331
56 Br 11.036 1.246 -0.359
57 C 9.974 2.956 -0.575
58 C 10.664 4.152 0.055
59 Br 12.340 4.759 -0.883
60 H 9.075 2.677 -0.025
61 H 9.743 3.069 -1.635
62 H 11.042 3.873 1.039
63 H 10.019 5.023 0.169

C2H9N2S | wB97M-V/def2-TZVPD

## Properties
Energy above the lowest of the compared OMol25 structures with the same formula, charge and spin in kcal per mole: 51.7
HOMO in eV: -15.00
Frontier orbital gap in Ha: 0.412
Total charge: +1

Geometry (Å):
1 C -1.545 0.562 0.188
2 C -0.123 0.018 -0.132
3 N 0.797 0.932 -0.169
4 N 0.003 -1.185 -0.631
5 S 2.492 0.528 -0.683
6 H -1.904 0.972 -0.712
7 H -1.690 1.330 1.023
8 H -2.367 -0.183 0.495
9 H 0.232 -1.183 1.731
10 H 0.517 1.807 0.106
11 H 2.432 0.977 -1.835
12 H -0.712 -1.932 -0.615
13 H 0.953 -1.393 -0.963
14 H 0.912 -1.251 2.198

C12H22BBrCaCl2CsF10MgNNaO6P | wB97M-V/def2-TZVPD

## Properties
HOMO in eV: -10.77
Frontier orbital gap in Ha: 0.092
Total charge: +2

Geometry (Å):
1 C -2.328 4.856 -3.540
2 C -2.447 4.384 -2.141
3 Cl -3.788 5.097 -1.300
4 C -1.680 3.505 -1.498
5 Cl -2.062 3.115 0.144
6 C -0.523 2.788 -2.106
7 C 0.646 2.545 -1.143
8 O 1.535 1.560 -1.492
9 C 0.895 0.355 -1.877
10 C 0.129 0.647 -3.123
11 N -1.048 1.454 -2.659
12 H -2.677 5.888 -3.636
13 H -2.913 4.217 -4.185
14 H -1.311 4.843 -3.916
15 H -0.139 3.333 -2.942
16 H 0.303 2.404 -0.115
17 H 1.270 3.495 -1.165
18 H 1.601 -0.436 -2.031
19 H 0.176 0.106 -1.104
20 H -0.161 -0.239 -3.655
21 H 0.707 1.306 -3.740
22 H -1.597 0.967 -1.947
23 H -1.652 1.682 -3.446
24 O -1.240 3.583 4.034
25 H -1.062 3.479 3.088
26 H -1.543 2.696 4.313
27 C -0.062 0.699 3.346
28 O 0.955 0.738 2.640
29 O -0.115 0.533 4.577
30 O -1.239 0.844 2.880
31 Ca 1.302 3.694 0.930
32 C 4.078 -3.053 -4.866
33 C 4.955 -3.321 -3.643
34 C 4.017 -2.960 -2.500
35 O 2.687 -3.254 -2.954
36 C 2.711 -3.504 -4.367
37 H 4.397 -3.583 -5.760
38 H 4.067 -1.983 -5.091
39 H 5.212 -4.379 -3.596
40 H 5.878 -2.747 -3.629
41 H 4.075 -1.888 -2.264
42 H 4.218 -3.524 -1.592
43 H 2.564 -4.575 -4.528
44 H 1.886 -2.969 -4.843
45 F -0.405 -3.242 7.434
46 P 0.193 -3.132 5.955
47 F 0.807 -1.720 6.565
48 F 0.841 -4.866 6.448
49 F -1.050 -4.030 5.503
50 F 1.585 -3.290 5.150
51 F -0.353 -2.187 4.722
52 Na -2.604 5.422 3.553
53 B -4.513 -4.107 6.061
54 F -4.581 -3.109 5.056
55 F -3.216 -4.121 6.596
56 F -5.442 -3.815 7.064
57 F -4.799 -5.355 5.490
58 Cs -2.098 7.266 -5.005
59 Br 0.931 -6.363 5.455
60 Mg -5.969 4.248 0.395

C4H5N3 | wB97M-V/def2-TZVPD

## Properties
Energy above the lowest of the compared OMol25 structures with the same formula, charge and spin in kcal per mole: 72.6
HOMO in eV: -10.18
Frontier orbital gap in Ha: 0.395

Geometry (Å):
1 N -4.372 1.130 0.284
2 C -3.485 0.443 0.039
3 N -2.466 -0.271 -0.312
4 C -1.837 -1.256 0.009
5 N -1.273 -2.307 0.033
6 H -0.444 -2.632 0.479
7 C 0.815 0.558 0.314
8 C -0.154 0.974 -0.475
9 H 1.529 -0.192 0.013
10 H 0.944 0.954 1.309
11 H -0.834 1.752 -0.170
12 H -0.272 0.611 -1.484

C3H8NO2 | wB97M-V/def2-TZVPD

## Properties
Energy above the lowest of the compared OMol25 structures with the same formula, charge and spin in kcal per mole: 72.2
HOMO in eV: -2.57
Frontier orbital gap in Ha: 0.223
Total charge: -1

Geometry (Å):
1 N 1.335 1.758 2.450
2 C 0.969 0.886 1.264
3 O 0.105 -0.091 1.511
4 H 1.934 1.192 3.048
5 H 0.473 1.814 2.990
6 H 0.642 1.637 0.509
7 H 1.959 0.524 0.893
8 C -1.099 0.222 -1.367
9 C -0.808 -1.056 -1.466
10 O -0.775 -1.735 -2.678
11 H -1.078 0.615 -0.357
12 H -1.296 0.856 -2.221
13 H -0.510 -1.624 -0.592
14 H -0.699 -2.677 -2.491

C44H34BBiF6N11O4S2Se | wB97M-V/def2-TZVPD

## Properties
HOMO in eV: -11.00
Frontier orbital gap in Ha: 0.285
Total charge: +1

Geometry (Å):
1 Bi -0.102 0.080 -0.009
2 C -2.539 -4.550 2.204
3 C -2.214 -3.104 2.170
4 C -2.463 -2.158 3.145
5 C -1.939 -0.950 2.667
6 N -1.445 -1.175 1.438
7 N -1.594 -2.487 1.148
8 B -1.054 -3.097 -0.150
9 N -1.643 -2.293 -1.322
10 N -1.402 -0.977 -1.528
11 C -2.156 -0.573 -2.568
12 C -2.896 -1.662 -3.023
13 C -2.547 -2.731 -2.212
14 C -3.079 -4.113 -2.287
15 C -2.210 0.751 -3.211
16 C -3.368 1.522 -3.120
17 C -3.467 2.720 -3.803
18 C -2.436 3.143 -4.626
19 C -1.293 2.373 -4.739
20 C -1.180 1.185 -4.037
21 N 0.479 -3.022 -0.161
22 N 1.156 -1.859 -0.280
23 C 2.474 -2.123 -0.210
24 C 2.627 -3.502 -0.041
25 C 1.353 -4.035 -0.013
26 C 0.986 -5.466 0.118
27 C 3.575 -1.177 -0.353
28 C 4.797 -1.673 -0.822
29 C 5.896 -0.846 -0.951
30 C 5.788 0.501 -0.650
31 C 4.579 1.007 -0.206
32 C 3.483 0.178 -0.035
33 C -1.956 0.311 3.393
34 C -2.049 0.282 4.788
35 C -2.149 1.452 5.515
36 C -2.177 2.672 4.860
37 C -2.068 2.715 3.482
38 C -1.932 1.548 2.755
39 H -3.077 -4.781 3.118
40 H -3.160 -4.830 1.356
41 H -1.632 -5.150 2.177
42 H -2.983 -2.307 4.067
43 H -1.389 -4.219 -0.237
44 H -3.588 -1.668 -3.842
45 H -3.769 -4.196 -3.124
46 H -2.276 -4.835 -2.413
47 H -3.608 -4.365 -1.371
48 H -4.186 1.185 -2.502
49 H -4.355 3.328 -3.711
50 H -2.541 4.048 -5.201
51 H -0.491 2.684 -5.388
52 H -0.293 0.583 -4.152
53 H 3.546 -4.038 0.076
54 H 1.888 -6.071 0.172
55 H 0.395 -5.633 1.015
56 H 0.397 -5.792 -0.737
57 H 4.884 -2.713 -1.095
58 H 6.836 -1.251 -1.289
59 H 6.640 1.154 -0.756
60 H 4.491 2.058 0.012
61 H 2.576 0.582 0.386
62 H -2.025 -0.665 5.306
63 H -2.223 1.415 6.592
64 H -2.278 3.588 5.418
65 H -2.090 3.660 2.967
66 H -1.817 1.596 1.684
67 Se 1.039 7.407 -2.109
68 N -0.392 6.572 -1.582
69 C -0.191 5.272 -1.695
70 C -1.117 4.268 -1.270
71 C -2.397 4.553 -0.782
72 C -3.199 3.523 -0.338
73 C -2.687 2.233 -0.368
74 N -1.478 1.954 -0.818
75 C -0.686 2.925 -1.288
76 C 0.597 2.561 -1.843
77 N 0.922 1.261 -1.913
78 C 2.063 0.891 -2.462
79 C 3.003 1.797 -2.941
80 C 2.703 3.140 -2.873
81 C 1.469 3.545 -2.350
82 C 1.075 4.916 -2.252
83 N 1.830 5.941 -2.600
84 H -2.728 5.579 -0.764
85 H -4.197 3.697 0.027
86 H -3.267 1.381 -0.042
87 H 2.224 -0.173 -2.526
88 H 3.935 1.443 -3.352
89 H 3.390 3.890 -3.228
90 F 4.167 2.933 2.137
91 C 3.218 2.555 2.985
92 F 3.390 1.243 3.196
93 F 3.389 3.166 4.136
94 S 1.483 2.785 2.273
95 O 1.109 1.428 1.922
96 O 0.701 3.413 3.282
97 N 1.580 3.621 0.938
98 S 1.887 5.144 1.301
99 O 2.827 5.248 2.360
100 O 2.082 5.913 0.109
101 C 0.248 5.821 1.942
102 F 0.013 7.002 1.365
103 F 0.190 5.999 3.245
104 F -0.762 5.016 1.571

C2H7N | wB97M-V/def2-TZVPD

## Properties
Energy above the lowest of the compared OMol25 structures with the same formula, charge and spin in kcal per mole: 24.8
HOMO in eV: -10.18
Frontier orbital gap in Ha: 0.413

Geometry (Å):
1 C -1.137 -2.357 0.165
2 C 0.017 -1.709 0.114
3 H -1.845 -2.712 -0.636
4 H -1.547 -2.639 1.141
5 H 0.591 -1.239 -0.669
6 H 0.576 -1.581 1.095
7 N 0.957 2.992 -0.548
8 H 1.580 3.475 0.125
9 H 0.621 2.151 -0.143
10 H 0.188 3.618 -0.643

C4H8O2 | wB97M-V/def2-TZVPD

## Properties
Energy above the lowest of the compared OMol25 structures with the same formula, charge and spin in kcal per mole: 125.2
HOMO in eV: -7.89
Frontier orbital gap in Ha: 0.319

Geometry (Å):
1 C 1.933 0.270 -0.282
2 C 1.002 -0.774 0.292
3 O 0.216 -0.330 1.416
4 C -0.655 -0.545 0.395
5 C -1.465 0.633 -0.033
6 O -2.753 0.642 -0.477
7 H 1.364 1.144 -0.629
8 H 2.493 -0.129 -1.138
9 H 2.662 0.636 0.460
10 H 1.448 -1.771 0.469
11 H -1.214 -1.487 0.318
12 H -0.756 0.030 -0.900
13 H -1.053 1.632 -0.009
14 H -3.221 0.049 0.119